{"formula": "C33H35F4N3OPTa", "method": "wB97M-V/def2-TZVPD", "elements": ["Ta", "P", "F", "F", "F", "F", "O", "N", "N", "N", "C", "C", "C", "C", "C", "C", "C", "C", "C", "C", "C", "C", "C", "C", "C", "C", "C", "C", "C", "C", "C", "C", "C", "C", "C", "C", "C", "C", "C", "C", "C", "C", "C", "H", "H", "H", "H", "H", "H", "H", "H", "H", "H", "H", "H", "H", "H", "H", "H", "H", "H", "H", "H", "H", "H", "H", "H", "H", "H", "H", "H", "H", "H", "H", "H", "H", "H", "H"], "coordinates": [[-0.0089, 0.0167, 0.4076], [-0.2006, 2.5484, 0.9356], [-3.9676, 1.5836, -1.7158], [-6.2767, 1.2452, -0.4147], [-4.2044, -1.7035, 2.6091], [-1.8488, -1.3827, 1.2500], [0.8025, -1.7747, 1.1652], [-1.5850, 0.2251, -0.8001], [0.5054, -1.1172, -1.7562], [2.4598, -2.7612, 2.2902], [0.2662, 2.5609, 3.8192], [-0.0654, 0.4244, 4.9022], [-1.8765, 3.2097, 0.8630], [-2.8144, 2.8922, 1.8447], [-2.2410, 4.0043, -0.2241], [2.5703, 5.9179, -0.4202], [0.2226, 1.7913, 4.9684], [-5.3085, -0.2317, 1.1255], [1.9742, -1.7215, 1.6570], [-2.9936, -0.7156, 0.8733], [-0.3404, -2.3527, -1.8276], [2.6661, -2.4691, -1.5858], [2.1631, 0.4295, 0.3796], [0.0361, 1.9252, 2.6022], [-4.1105, 3.3743, 1.7357], [-3.5388, 4.4775, -0.3261], [1.7227, 3.6933, -0.7239], [2.7486, -0.4465, 1.5119], [-4.1750, -0.8952, 1.5567], [1.7521, 6.0863, 0.6899], [-2.8632, 0.1179, -0.2290], [-0.0286, -0.0097, -2.5878], [-0.4565, -3.0131, -3.1934], [-0.2138, 0.5453, 2.5002], [0.9102, 3.8517, 0.3968], [2.5508, 4.7277, -1.1327], [1.8642, -1.4034, -2.3042], [-4.0120, 0.7693, -0.6619], [-0.2775, -0.1995, 3.6853], [0.9155, 5.0611, 1.0953], [-4.4728, 4.1616, 0.6519], [-5.2097, 0.5868, 0.0154], [-1.4737, 0.2952, -2.2549], [3.2187, 6.7236, -0.7366], [0.4793, -3.4560, -3.5304], [-0.8083, -2.3233, -3.9616], [1.7423, -1.6912, -3.3512], [-2.1525, -0.4310, -2.7104], [-3.8208, 5.0983, -1.1655], [0.3964, 2.2519, 5.9318], [-2.5388, 2.2808, 2.6954], [-1.5099, 4.2700, -0.9793], [1.8971, -3.5918, 2.4093], [2.6838, 0.2175, -0.5515], [3.5987, -2.6213, -2.1284], [0.5961, 0.8695, -2.3742], [-5.4839, 4.5374, 0.5719], [-1.7435, 1.2800, -2.6379], [-1.1874, -3.8182, -3.1267], [1.7596, 7.0216, 1.2325], [0.2523, 5.2106, 1.9391], [-1.3335, -2.0927, -1.4640], [3.1777, 4.6068, -2.0053], [-0.1179, -0.1482, 5.8190], [0.0731, -3.0522, -1.1020], [0.4646, 3.6233, 3.8744], [0.0873, -0.2150, -3.6547], [2.1536, -3.4291, -1.5521], [1.7072, 2.7661, -1.2854], [-6.2519, -0.3520, 1.6397], [2.6547, 0.0631, 2.4777], [2.9298, -2.1797, -0.5708], [2.3837, 1.4706, 0.6149], [3.3927, -2.7517, 2.6725], [3.8115, -0.6601, 1.3763], [-4.8357, 3.1427, 2.5046], [-0.4908, -1.2622, 3.6581], [2.4139, -0.4622, -2.3247]], "atomic_forces_ev_per_a": [[0.003, -0.124, 0.048], [0.066, 0.069, 0.027], [0.014, 0.017, -0.007], [-0.002, 0.003, -0.008], [-0.005, -0.008, 0.006], [-0.009, -0.028, -0.023], [-0.035, 0.091, -0.038], [0.116, 0.019, -0.066], [-0.033, -0.024, -0.010], [0.007, 0.005, -0.008], [-0.016, -0.017, -0.034], [0.001, -0.007, 0.001], [-0.006, -0.010, 0.003], [0.012, -0.019, -0.009], [0.003, 0.010, -0.005], [0.007, 0.001, -0.016], [-0.003, -0.010, 0.011], [0.036, -0.007, -0.006], [0.050, 0.050, 0.008], [-0.020, 0.031, 0.008], [-0.020, 0.002, 0.025], [-0.002, 0.011, -0.003], [0.000, -0.027, 0.009], [0.018, 0.009, 0.004], [-0.002, -0.004, 0.019], [0.011, 0.003, -0.012], [-0.019, -0.018, -0.002], [-0.013, -0.012, -0.004], [0.023, 0.019, -0.025], [-0.003, 0.012, 0.004], [-0.059, -0.035, 0.060], [-0.050, 0.005, -0.013], [0.011, 0.009, -0.002], [-0.037, 0.056, -0.089], [0.002, -0.010, 0.009], [-0.004, -0.001, 0.006], [0.012, 0.020, 0.010], [0.004, -0.017, 0.037], [-0.014, -0.027, 0.029], [-0.020, -0.012, 0.016], [-0.021, 0.006, -0.009], [0.012, -0.014, 0.006], [0.010, -0.004, -0.019], [0.002, 0.003, -0.003], [0.001, 0.001, -0.002], [0.000, 0.002, -0.005], [0.001, -0.003, 0.003], [0.000, 0.005, 0.010], [-0.002, 0.004, -0.006], [0.002, 0.006, 0.003], [0.002, 0.005, 0.005], [0.000, 0.003, 0.001], [0.000, 0.000, 0.001], [-0.037, -0.012, 0.010], [0.001, 0.000, -0.001], [0.003, 0.007, -0.013], [-0.007, 0.004, 0.001], [0.010, -0.008, -0.001], [-0.004, 0.001, 0.007], [0.000, 0.003, 0.004], [0.002, -0.002, 0.010], [0.011, -0.009, 0.000], [0.002, -0.001, -0.007], [0.002, -0.005, 0.003], [0.001, -0.001, 0.001], [-0.002, 0.008, -0.001], [-0.013, 0.000, 0.003], [-0.005, -0.007, 0.001], [0.010, -0.010, 0.008], [-0.003, -0.001, 0.001], [-0.009, -0.002, 0.002], [0.000, 0.007, 0.002], [0.024, 0.001, 0.005], [-0.001, 0.000, -0.002], [0.000, 0.001, 0.005], [-0.004, 0.000, 0.009], [-0.002, -0.002, 0.003], [-0.008, -0.014, 0.007]], "lowdin_charge": [1.802, 1.034, 0.127, 0.139, 0.135, 0.009, -0.138, -0.187, -0.244, 0.268, -0.042, -0.040, -0.351, -0.077, -0.081, -0.041, -0.032, 0.115, -0.488, -0.128, -0.230, -0.040, -0.257, -0.399, -0.059, -0.052, -0.104, -0.151, -0.200, -0.045, -0.171, -0.183, -0.049, -0.324, -0.366, -0.052, -0.238, -0.150, -0.088, -0.072, -0.048, -0.202, -0.172, 0.120, 0.081, 0.084, 0.121, 0.139, 0.121, 0.122, 0.108, 0.114, 0.154, 0.046, 0.101, 0.113, 0.122, 0.131, 0.096, 0.120, 0.113, 0.100, 0.117, 0.119, 0.108, 0.114, 0.139, 0.085, 0.083, 0.156, 0.134, 0.051, 0.043, 0.150, 0.135, 0.120, 0.108, 0.107], "total_charge": 2, "lumo_energy_ev": -6.7516, "total_energy_ha": -2315.3692, "fmax_ha_per_bohr": 0.00262}